*a*
Density functional theory data (ωB97M-V/def2-TZVPD) for a gas-phase ion, C4H10N3 (charge +1).

CARTESIAN COORDINATES (ANGSTROEM)
C (-0.89546, 0.16508, 0.81952)
C (0.45281, 1.19165, -1.25821)
C (0.04073, -0.60095, 0.23332)
C (0.23599, -2.06523, 0.49314)
N (0.86352, 0.18511, -0.55179)
N (-1.94075, -0.30267, 1.52618)
N (1.37731, 2.09111, -1.66263)
H (-0.77785, 1.27224, 0.81098)
H (-0.57987, 1.42473, -1.26649)
H (1.19055, -2.44061, 0.82859)
H (0.02564, -2.70828, -0.45082)
H (-0.45905, -2.45269, 1.27637)
H (1.87635, 0.08431, -0.59119)
H (-2.27340, -1.18452, 1.72383)
H (-2.56141, 0.51440, 1.78647)
H (1.12094, 3.03381, -1.99392)
H (2.30395, 1.79252, -1.72335)

Computed properties:
Spin multiplicity: 3
Charge: +1
<S²>: 2.007



*b*
Density functional theory data (ωB97M-V/def2-TZVPD) for a gas-phase ion, C4H10N3 (charge +1).

CARTESIAN COORDINATES (ANGSTROEM)
C (1.18266, -1.34501, -0.17448)
C (0.15123, -0.39637, -0.45536)
C (-3.22343, 0.35928, 0.27805)
C (2.22416, 0.83459, -0.08924)
N (-1.08721, -0.58609, 0.21282)
N (-1.93259, 0.27904, -0.16975)
N (1.28358, -0.03986, 0.48489)
H (1.01245, -2.11393, 0.51553)
H (1.97136, -1.57742, -0.86092)
H (0.18547, 0.36041, -1.32152)
H (-3.23840, 1.31366, 0.71626)
H (-3.58446, -0.45106, 0.85671)
H (-3.84838, 0.42838, -0.61775)
H (2.17542, 0.74795, -1.21878)
H (2.22876, 1.84026, 0.22059)
H (3.30456, 0.42484, 0.14388)
H (1.19482, -0.07868, 1.47908)

Computed properties:
Spin multiplicity: 3
Charge: +1
<S²>: 2.007



*a* (48.3 kcal/mol below the next structure)



*a*
Density functional theory data (ωB97M-V/def2-TZVPD) for 3 unconnected molecules or ions with the total composition C3H14NO2.

CARTESIAN COORDINATES (ANGSTROEM)
C (0.67920, 1.47362, -0.75396)
C (0.37815, 0.11064, -1.25753)
N (-0.32156, -0.60935, -0.12649)
C (-0.46207, -2.07166, -0.36682)
H (-0.21304, 1.90186, -0.27624)
H (1.29259, 2.05400, -1.43496)
H (1.33467, 1.45690, 0.27138)
H (1.28490, -0.44046, -1.47810)
H (-0.36299, 0.09390, -2.06603)
H (0.23604, -0.31522, 0.65999)
H (-1.21857, -0.12641, 0.05154)
H (0.48523, -2.53329, -0.15152)
H (-1.21031, -2.50545, 0.25468)
H (-0.63398, -2.24422, -1.42776)
H (-3.34120, 0.29002, 1.28964)
H (-2.46766, 1.49171, 1.70488)
O (-2.42130, 0.63816, 1.23972)
H (1.83878, 0.65131, 1.89805)
H (3.05784, 0.32728, 0.98448)
O (2.06527, 0.35666, 0.98505)

Computed properties:
Spin multiplicity: 2
Charge: +2
<S²>: 0.754



*b*
Density functional theory data (ωB97M-V/def2-TZVPD) for 3 unconnected molecules or ions with the total composition C3H14NO2.

CARTESIAN COORDINATES (ANGSTROEM)
C (0.24907, -0.99136, -2.85705)
C (0.81279, -0.78197, -1.46529)
N (-0.34286, -0.84286, -0.37468)
C (0.24778, -1.08470, 1.07391)
H (-0.51888, -0.16726, -3.08934)
H (0.97667, -0.93091, -3.63730)
H (-0.33425, -1.92669, -2.90691)
H (1.45949, -1.68781, -1.15208)
H (1.36375, 0.16659, -1.36054)
H (-0.91683, -1.61794, -0.54522)
H (-1.04166, -0.00992, -0.42714)
H (-0.36201, -1.97345, 1.27309)
H (-0.13263, -0.29466, 1.74847)
H (1.33975, -0.95062, 0.94705)
H (0.75731, 1.41750, 2.04690)
H (1.13729, 2.54998, 1.10826)
O (0.92540, 1.59497, 1.13980)
H (-1.48766, 1.65824, 2.82038)
H (-1.85568, 2.37764, 1.45719)
O (-1.65571, 1.45972, 1.83902)

Computed properties:
Spin multiplicity: 2
Charge: +2
<S²>: 0.760



*a* (27.9 kcal/mol below the next structure)



*a*
Density functional theory data (ωB97M-V/def2-TZVPD) for 8 unconnected molecules or ions with the total composition H18NO7.

CARTESIAN COORDINATES (ANGSTROEM)
N (-34.20304, -28.55594, 26.72948)
H (-34.87190, -27.89629, 27.02235)
H (-34.11860, -29.16186, 27.56496)
H (-33.24830, -28.16100, 26.55378)
H (-34.48830, -28.90491, 25.91860)
O (-32.20551, -31.08679, 27.26923)
H (-32.21440, -31.93516, 26.79941)
H (-31.54236, -30.73108, 26.89489)
O (-37.72210, -27.33956, 27.09960)
H (-38.28492, -27.84402, 26.51614)
H (-37.58397, -27.84330, 27.82661)
O (-33.73624, -27.93387, 29.91891)
H (-32.86377, -27.93405, 29.82362)
H (-34.18324, -28.38032, 30.60227)
O (-34.85134, -28.04488, 23.57143)
H (-35.18848, -27.01900, 24.01021)
H (-35.49630, -28.27648, 22.96170)
O (-32.72394, -29.59675, 23.94556)
H (-32.18651, -29.89506, 23.16782)
H (-33.01218, -28.87045, 23.78224)
O (-30.47376, -28.26445, 26.84278)
H (-30.55499, -27.38613, 27.23590)
H (-30.04087, -28.54247, 26.07048)
O (-36.60898, -30.64581, 26.47151)
H (-36.32579, -31.11371, 25.63970)
H (-37.37826, -30.07148, 26.32126)

Computed properties:
Charge: +1



*b*
Density functional theory data (ωB97M-V/def2-TZVPD) for 8 unconnected molecules or ions with the total composition H18NO7.

CARTESIAN COORDINATES (ANGSTROEM)
N (-0.19442, -0.28208, -0.34562)
H (-0.45042, -0.57908, -1.27962)
H (-0.99842, 0.24692, -0.03262)
H (0.59158, 0.36792, -0.49062)
H (0.10858, -1.09608, 0.30138)
O (-1.84742, -2.25408, 1.40438)
H (-1.86642, -2.96108, 0.71538)
H (-1.49742, -2.88208, 2.09038)
O (-2.22142, 1.63492, -1.34062)
H (-2.28842, 1.27592, -0.47162)
H (-2.99742, 1.43092, -2.06562)
O (3.36458, -0.51108, -0.04062)
H (3.53358, -0.84408, 0.78338)
H (3.05658, 0.40492, 0.10338)
O (-2.92742, 0.44692, 1.28538)
H (-3.73742, 0.07892, 1.01238)
H (-3.14842, 1.27692, 1.68138)
O (1.17458, -2.67108, -1.58162)
H (0.79358, -3.52608, -1.45862)
H (2.09158, -2.83008, -1.34062)
O (0.74558, 3.00192, -1.01162)
H (1.51558, 2.60192, -0.46162)
H (-0.06542, 2.86492, -0.62062)
O (2.29558, 1.41892, 0.73338)
H (3.17458, 1.63192, 0.94738)
H (1.79458, 1.75292, 1.48338)

Computed properties:
Charge: +1



*b* (40.5 kcal/mol below the next structure)



*a*
Density functional theory data (ωB97M-V/def2-TZVPD) for C4H4N2 in the gas phase.

CARTESIAN COORDINATES (ANGSTROEM)
C (-0.92713, 0.23500, -0.54008)
C (-0.58869, -0.83682, 0.27773)
C (0.66486, -0.80954, 0.88714)
N (1.62715, 0.03694, 0.56410)
N (1.31589, 1.06444, -0.21568)
C (0.07225, 1.21290, -0.66843)
H (-1.85427, 0.30734, -1.11616)
H (-1.11198, -1.76940, 0.40582)
H (0.90250, -1.58341, 1.61217)
H (-0.07812, 2.15236, -1.19833)

Computed properties:
Charge: 0



*b*
Density functional theory data (ωB97M-V/def2-TZVPD) for C4H4N2 in the gas phase.

CARTESIAN COORDINATES (ANGSTROEM)
H (-1.28086, 2.43310, 0.66136)
N (-0.43250, 2.22201, 0.11630)
C (-0.24374, 0.97279, 0.08834)
C (0.92447, 0.19542, -0.62480)
C (0.65977, -1.08451, -0.35291)
C (-0.56201, -1.13172, 0.45651)
N (-1.09561, 0.00462, 0.72441)
H (1.81090, 0.43985, -1.22897)
H (1.19484, -1.98012, -0.63751)
H (-0.97527, -2.07146, 0.79728)

Computed properties:
Charge: 0



*a* (1.6 kcal/mol below the next structure)



*a*
Density functional theory data (ωB97M-V/def2-TZVPD) for 3 unconnected molecules or ions with the total composition C4H4N2.

CARTESIAN COORDINATES (ANGSTROEM)
C (1.76164, 1.27148, 0.29053)
C (2.13914, 0.31348, -0.33091)
H (1.41731, 2.11610, 0.84847)
H (2.42983, -0.55659, -0.88080)
C (-2.29320, 0.01902, 0.22460)
C (-1.61072, 0.84164, -0.33109)
H (-2.89617, -0.71582, 0.71347)
H (-0.99786, 1.56258, -0.82969)
N (0.48172, -2.34331, -0.14995)
N (-0.43169, -2.50859, 0.44537)

Computed properties:
Charge: 0



*b*
Density functional theory data (ωB97M-V/def2-TZVPD) for C4H4N2 in the gas phase.

CARTESIAN COORDINATES (ANGSTROEM)
C (-0.56660, -0.29324, -1.17305)
C (-0.93734, -0.90930, 0.01172)
N (-0.22540, -0.81753, 1.12269)
C (0.70449, 0.13301, 1.11091)
C (0.99207, 0.87347, -0.02840)
N (0.42664, 0.59012, -1.20274)
H (-1.14011, -0.42526, -2.08556)
H (-1.92161, -1.35193, 0.13496)
H (1.09372, 0.40805, 2.08428)
H (1.57415, 1.79261, 0.02519)

Computed properties:
Charge: 0



*c*
Density functional theory data (ωB97M-V/def2-TZVPD) for 2 unconnected molecules or ions with the total composition C4H4N2.

CARTESIAN COORDINATES (ANGSTROEM)
C (-0.97525, 1.14823, 0.00093)
C (0.11326, 0.39122, 0.28380)
C (-1.28131, -0.16103, 0.51142)
C (1.35718, -0.07810, 0.01352)
N (2.72592, 0.28365, -0.23523)
N (2.53118, -0.79451, 0.33674)
H (-1.28881, 1.83729, -0.75523)
H (-1.60187, -0.24103, 1.47618)
H (-1.70569, -0.85612, -0.16292)
H (0.12540, -1.52961, -1.46920)

Computed properties:
Charge: 0



*b* (66.4 kcal/mol below the next structure)



*a*
Density functional theory data (ωB97M-V/def2-TZVPD) for 3 unconnected molecules or ions with the total composition C2H13N2O2.

CARTESIAN COORDINATES (ANGSTROEM)
C (-0.74182, -2.23223, -1.16676)
N (-1.70501, -1.12219, -1.09382)
C (0.60798, -1.73030, -0.65891)
N (0.36612, -0.61230, 0.33831)
H (-1.06461, -3.09942, -0.59989)
H (-0.59842, -2.59107, -2.18393)
H (-2.64986, -1.46766, -1.27036)
H (-1.55372, -0.53189, -1.91353)
H (1.20856, -2.47945, -0.15200)
H (1.25743, -1.34201, -1.44879)
H (1.01135, 0.19131, 0.25218)
H (0.49793, -0.98744, 1.27250)
H (-0.63662, -0.35499, 0.19781)
H (-1.62042, 4.18323, 2.79979)
H (-0.31240, 4.45125, 3.48994)
O (-0.66555, 4.20293, 2.62661)
H (1.53958, 2.28095, 0.03786)
H (3.00129, 1.72341, -0.27516)
O (2.05818, 1.51787, -0.25186)

Computed properties:
Charge: +1



*b*
Density functional theory data (ωB97M-V/def2-TZVPD) for 3 unconnected molecules or ions with the total composition C2H13N2O2.

CARTESIAN COORDINATES (ANGSTROEM)
N (0.94691, 0.23491, 0.01466)
C (0.08668, -0.13805, -1.18101)
C (-1.40883, 0.39910, -1.08882)
N (-2.33581, -0.73827, -1.54689)
H (0.88209, 1.20718, 0.36191)
H (0.60202, -0.49236, 0.72355)
H (1.88237, 0.16074, -0.12760)
H (0.66657, 0.04715, -2.06392)
H (0.00832, -1.32522, -1.28830)
H (-1.62834, 0.94328, -0.20604)
H (-1.42353, 1.04353, -1.96343)
H (-3.22661, -0.70362, -1.18309)
H (-2.28775, -0.85897, -2.57188)
H (1.48613, 3.33325, 1.26659)
H (1.15350, 2.50713, 2.47736)
O (1.28225, 2.33879, 1.52268)
H (1.77921, -2.70276, 1.72131)
H (0.08565, -2.63638, 1.83013)
O (0.92720, -2.15950, 1.64831)

Computed properties:
Charge: +1



*c*
Density functional theory data (ωB97M-V/def2-TZVPD) for 3 unconnected molecules or ions with the total composition C2H13N2O2.

CARTESIAN COORDINATES (ANGSTROEM)
N (0.31517, -0.58715, -0.39030)
C (0.09038, 0.89072, -0.68109)
C (-0.89128, 1.41353, 0.37386)
N (-0.55189, 2.82894, 0.39126)
H (-0.36944, -1.31072, -0.64826)
H (0.31925, -0.75385, 0.55020)
H (1.25282, -0.89196, -0.82589)
H (-0.22991, 0.98176, -1.65309)
H (1.08158, 1.35798, -0.63145)
H (-0.67642, 0.97853, 1.38923)
H (-2.00004, 1.37433, 0.24552)
H (-0.03537, 2.95804, 1.32277)
H (-1.54283, 3.19894, 0.51816)
H (-2.88921, -2.24107, -1.31690)
H (-1.82726, -3.33474, -0.83233)
O (-1.95592, -2.34852, -0.96319)
H (3.45138, -1.16359, 1.73222)
H (3.28625, -1.52111, 0.36668)
O (2.78614, -1.29530, 1.16566)

Computed properties:
Charge: +1



*a* (31.4 kcal/mol below the next structure)



*a*
Density functional theory data (ωB97M-V/def2-TZVPD) for 2 unconnected molecules or ions with the total composition CH5PS2.

CARTESIAN COORDINATES (ANGSTROEM)
C (0.32103, 0.75474, -1.31195)
P (-0.19723, 2.42802, -1.81292)
S (-0.61990, -1.73021, 2.93356)
S (-0.19284, -2.71381, 1.26029)
H (0.79383, 0.20267, -2.19304)
H (-0.40249, 0.10474, -0.82192)
H (1.11386, 0.87486, -0.69604)
H (-1.27733, 2.35654, -0.85255)
H (0.46107, -2.27755, 3.49458)

Computed properties:
Charge: 0



*b*
Density functional theory data (ωB97M-V/def2-TZVPD) for CH5PS2 in the gas phase.

CARTESIAN COORDINATES (ANGSTROEM)
C (0.96687, 0.34255, -0.70574)
P (-0.40256, -0.60050, 0.17685)
S (0.27141, -1.49258, 1.73730)
S (-1.98112, 0.67291, 0.47165)
H (1.57027, 1.07733, 0.04128)
H (1.74142, -0.37023, -1.17136)
H (0.54746, 0.91072, -1.57176)
H (-1.00856, -1.62065, -0.76255)
H (-1.70519, 1.08044, 1.78434)

Computed properties:
Charge: 0



*b* (65.6 kcal/mol below the next structure)



*a*
Density functional theory data (ωB97M-V/def2-TZVPD) for 2 unconnected molecules or ions with the total composition CH5PS2.

CARTESIAN COORDINATES (ANGSTROEM)
C (1.33262, -1.31949, -0.77025)
P (1.22432, -0.70850, 0.99542)
S (1.69518, 1.14342, 0.69641)
H (1.30445, -0.50060, -1.59553)
H (2.21846, -1.88219, -0.96933)
H (0.53595, -2.13220, -1.07769)
S (-2.88372, 1.46225, 1.40097)
H (-3.00362, 2.74742, 1.12312)
H (-2.42364, 1.18989, 0.19687)

Computed properties:
Charge: 0



*b*
Density functional theory data (ωB97M-V/def2-TZVPD) for 2 unconnected molecules or ions with the total composition CH5PS2.

CARTESIAN COORDINATES (ANGSTROEM)
C (-1.22717, 0.21383, 0.47633)
P (0.88362, -1.26514, 0.03576)
S (-2.55893, -0.37429, -0.47898)
S (2.38359, 0.13801, -0.24464)
H (-0.81546, 1.15896, 0.16233)
H (-1.38820, 0.09017, 1.53166)
H (1.07421, -1.28349, 1.41748)
H (-2.07476, 0.00178, -1.66323)
H (2.56391, -0.15379, -1.53423)

Computed properties:
Charge: 0



*c*
Density functional theory data (ωB97M-V/def2-TZVPD) for CH5PS2 in the gas phase.

CARTESIAN COORDINATES (ANGSTROEM)
C (1.09989, 0.81736, -0.09791)
P (-0.29965, -0.37562, -0.62418)
S (0.11528, -2.02831, 0.57087)
S (-1.72823, 0.59829, 0.63798)
H (0.61074, 1.65733, -0.46108)
H (2.06088, 0.71768, -0.62307)
H (1.45875, 0.63160, 1.00102)
H (-0.69097, -2.85521, 0.02981)
H (-2.62670, 0.83688, -0.43344)

Computed properties:
Charge: 0



*c* (19.7 kcal/mol below the next structure)



*a*
Density functional theory data (ωB97M-V/def2-TZVPD) for 2 unconnected molecules or ions with the total composition C2H7N2O2.

CARTESIAN COORDINATES (ANGSTROEM)
N (0.83481, -1.39322, 2.26423)
C (-0.48458, -1.52466, 1.55291)
O (-1.26001, -2.37463, 2.03813)
O (-0.67946, -0.73316, 0.61661)
H (0.60139, -0.93954, 3.14126)
H (1.06361, -2.34857, 2.51699)
C (0.33229, 0.99400, -1.38705)
N (-0.75787, 1.60679, -2.19123)
H (1.32715, 1.36596, -1.66980)
H (0.28382, -0.08479, -1.46812)
H (0.14224, 1.25777, -0.35265)
H (-0.87766, 2.56042, -1.88440)
H (-0.52573, 1.61364, -3.17686)

Computed properties:
Charge: -1



*b*
Density functional theory data (ωB97M-V/def2-TZVPD) for 2 unconnected molecules or ions with the total composition C2H7N2O2.

CARTESIAN COORDINATES (ANGSTROEM)
N (1.36914, 0.72210, -0.05912)
C (1.70940, 0.33650, 1.36680)
N (1.51209, -1.03350, 1.73717)
H (1.82099, 0.02706, -0.68672)
H (0.31854, 0.71021, -0.23472)
H (1.14455, 1.01225, 2.13855)
H (2.83731, 0.56898, 1.54632)
H (1.60164, -1.73336, 1.06921)
H (0.77386, -1.33717, 2.39524)
O (-3.25821, 1.44442, -2.12912)
C (-3.22658, 0.16131, -2.36106)
O (-3.25339, -0.37262, -3.43439)
H (-3.34934, -0.50617, -1.34815)

Computed properties:
Charge: -1



*a* (20.1 kcal/mol below the next structure)